Record 1
Entry from the Open Molecules 2025 dataset: a structure of composition C41H53AlN3OPSi (wB97M-V/def2-TZVPD).

```
101
Properties=species:S:1:pos:R:3:forces:R:3:mulliken_charge:R:1
Al -0.4551 0.1165 0.3455 -0.81 -2.59 -1.18 -3.665
C -0.8172 5.1043 1.8502 -0.55 0.11 0.67 -1.073
C 0.2204 4.4259 0.9193 -0.39 0.75 -1.25 -0.507
C 0.2669 2.9674 1.0003 -3.78 -3.68 -0.82 1.118
N -0.2325 1.8987 0.8586 3.23 4.96 1.24 -0.483
H -1.3717 5.9248 1.3495 0.72 -0.43 -0.02 0.340
H -0.2842 5.5484 2.7141 -0.54 -0.42 -0.32 0.299
H -1.6330 4.4238 2.1855 0.86 0.24 -0.07 0.315
H 1.2093 4.8453 1.0610 0.11 0.11 -0.10 0.450
H -0.1122 4.6173 -0.1537 0.70 -0.36 1.14 0.203
C -3.3117 -2.1846 -3.0370 -0.35 1.36 1.27 -1.560
C -1.7970 -1.8874 -3.2837 -0.38 0.18 0.15 2.448
C -1.5169 -2.3322 -4.7004 1.83 0.26 -0.17 -2.070
C -1.0409 -2.8015 -2.2951 0.18 -0.03 -1.38 -1.823
P -1.2989 -0.0672 -2.8569 -0.30 1.09 1.21 0.281
N -0.9957 0.2780 -1.3626 -0.45 -0.64 0.33 0.781
C 0.2964 0.4980 -3.7116 0.73 -0.47 -0.94 2.237
C 1.3962 -0.5136 -3.2717 -0.65 -0.90 -0.80 -2.005
C 0.8200 1.8498 -3.1334 -0.03 -0.59 -2.71 -2.122
C 0.2457 0.6584 -5.2423 0.58 -0.40 0.20 -1.975
C -2.7893 0.9923 -3.4285 1.29 -0.05 0.77 2.345
C -3.9734 0.8898 -2.4456 0.61 -0.32 -0.27 -1.599
C -3.2285 0.6767 -4.8067 -1.12 1.43 -1.67 -1.910
C -2.3054 2.4438 -3.3357 0.01 0.81 -1.43 -2.077
H -3.5728 -3.2453 -3.1081 0.48 0.05 -0.04 0.550
H -4.0266 -1.6452 -3.6666 0.45 -0.11 -0.27 0.286
H -3.5858 -1.8384 -2.0148 0.18 -0.47 -0.39 0.202
H -1.8766 -3.3450 -4.7162 0.11 -0.71 -0.45 0.613
H -0.4067 -2.2996 -4.8894 -1.06 -0.26 -0.04 0.322
H -2.0048 -1.7869 -5.4994 -0.14 0.15 0.03 0.204
H -1.5396 -3.7520 -2.3274 -0.65 -0.48 0.54 0.668
H -1.0836 -2.3087 -1.3437 0.37 -0.30 0.75 0.184
H -0.0415 -3.1170 -2.6363 0.03 0.89 0.34 0.322
H 1.3500 -0.5727 -2.2004 0.45 0.04 0.66 0.311
H 2.3614 -0.1514 -3.6391 -0.07 -0.07 0.24 0.641
H 1.2784 -1.5733 -3.6260 -0.11 1.01 -0.01 0.162
H 0.7416 1.7989 -2.1148 0.09 0.16 2.67 0.348
H 0.3083 2.7129 -3.5268 -0.38 0.18 0.05 0.385
H 1.8492 1.9788 -3.4825 0.08 -0.23 0.28 0.596
H -0.3804 -0.0478 -5.7565 -0.70 -0.13 -0.10 0.305
H 1.2069 0.5153 -5.7521 0.24 0.12 0.52 0.391
H -0.0329 1.6766 -5.4234 -0.55 0.46 -0.61 0.440
H -4.6673 0.0817 -2.7321 0.32 0.42 0.47 0.301
H -4.4903 1.8535 -2.4613 -0.15 -0.19 0.02 0.656
H -3.5037 0.7534 -1.4753 -0.49 -0.20 0.47 -0.007
H -3.2289 -0.3493 -5.1183 0.04 -0.43 0.10 0.274
H -2.6543 1.2680 -5.5566 -0.39 -0.48 0.34 0.258
H -4.2922 1.0196 -4.8366 0.63 -0.17 -0.55 0.489
H -1.9232 2.6238 -2.3324 -0.09 0.31 0.02 0.246
H -3.1540 3.1218 -3.6109 0.47 -0.44 0.59 0.646
H -1.5223 2.7258 -4.0967 -0.69 -0.60 0.83 0.180
O 1.0735 -0.7595 0.5332 0.52 0.76 0.59 3.223
Si 2.3973 -0.9526 1.4815 -0.81 -1.64 0.12 -0.851
C 2.8497 -2.7922 1.5362 -0.78 -0.12 -0.17 0.419
C 3.4061 -3.3886 2.6608 0.54 -0.78 -0.27 -0.095
C 3.5896 -4.7553 2.7600 -1.36 -1.36 -1.35 -0.862
C 3.0618 -5.5777 1.7325 1.05 0.75 -0.46 -0.391
C 2.5793 -5.0030 0.5375 -0.90 -1.08 0.08 -0.632
C 2.4125 -3.6360 0.4998 0.18 1.13 0.30 -0.316
C 3.9429 -0.0515 1.0471 -0.38 -0.47 -0.63 0.318
C 3.9272 1.3028 1.1893 -0.11 2.69 0.51 0.166
C 5.0709 2.1149 1.0682 0.25 -0.01 0.43 -0.650
C 6.2923 1.5002 0.8094 1.11 -0.37 -0.17 -0.471
C 6.3071 0.0922 0.5977 0.62 -0.60 -0.22 -0.537
C 5.1315 -0.6679 0.6861 0.98 0.45 0.07 -0.351
C 2.0676 -0.4883 3.2653 0.10 0.70 0.64 0.572
C 3.1529 -0.1605 4.1114 -0.69 0.10 1.49 -0.349
C 2.9183 0.4237 5.3917 -0.43 -0.50 -1.09 -0.874
C 1.5982 0.6997 5.8022 1.32 -0.27 -0.91 -0.790
C 0.5451 0.3116 4.9940 -1.18 0.14 -0.01 -0.385
C 0.7605 -0.2924 3.7576 0.42 -0.01 -0.84 0.467
H 3.7376 -2.8685 3.5128 0.26 1.20 0.77 0.306
H 4.0112 -5.2636 3.6230 -0.02 0.40 0.03 0.382
H 3.1548 -6.6468 1.8368 -0.08 -0.19 -0.09 0.376
H 2.1733 -5.6037 -0.3302 0.64 0.48 1.27 0.294
H 1.8667 -3.1243 -0.2835 0.11 -0.34 -0.44 0.137
H 2.9968 1.8227 1.5048 0.52 -0.46 -0.24 0.176
H 5.0685 3.2017 1.3087 -0.26 -0.94 -0.36 0.340
H 7.2504 2.1234 0.8113 -1.45 -1.11 -0.12 0.292
H 7.2225 -0.5388 0.3792 -0.85 1.40 0.26 0.303
H 5.1868 -1.7450 0.5285 -0.07 0.24 0.08 0.416
H 4.1820 -0.4340 3.8610 -0.30 0.39 -0.23 0.413
H 3.7582 0.6713 6.0387 -0.16 -0.03 -0.15 0.388
H 1.4487 1.2667 6.6956 -0.25 0.04 0.53 0.445
H -0.4920 0.5377 5.3051 0.67 -0.22 -0.16 0.282
H -0.0649 -0.5778 3.0704 0.50 0.39 0.88 -0.446
C -1.8909 -0.8438 1.4860 -0.26 0.09 -1.32 -0.112
C -2.7389 -0.1481 2.4944 -0.04 -0.46 1.25 0.189
C -2.6947 -0.5634 3.8804 -0.57 1.85 -0.96 -0.593
C -3.4617 0.1457 4.8362 0.45 -2.12 -0.84 -0.812
C -4.4489 1.0575 4.4345 1.65 0.30 -0.84 0.479
C -4.5245 1.4819 3.0953 1.19 -1.49 -0.03 -1.218
C -3.6297 0.8945 2.1564 -1.18 -0.04 1.52 0.094
C -5.2284 1.7146 5.3960 -2.57 1.02 2.32 -0.004
N -5.9669 2.1890 6.1695 1.54 -0.71 -1.40 -0.569
H -2.5189 -1.0960 0.5388 0.88 0.03 1.64 0.313
H -1.3794 -1.7421 1.9176 -0.71 0.51 -0.50 0.678
H -2.0212 -1.3828 4.1460 -0.32 0.34 0.14 0.571
H -3.3841 -0.2426 5.8557 -0.23 0.59 -0.14 0.455
H -5.3170 2.1817 2.8575 0.28 0.04 -0.39 0.443
H -3.7794 1.1438 1.1364 0.18 0.29 -0.93 0.449
```
Positions in Å, forces in eV/Å.

The HOMO-LUMO gap is 7.22 eV. For the LUMO energy, the calculation gives -0.6398 eV. The charge is 0.

=====

Record 2
Entry from the Open Molecules 2025 dataset: a structure of composition C29H31FeN4O6S5 (wB97M-V/def2-TZVPD).

```
76
Properties=species:S:1:pos:R:3:forces:R:3:mulliken_charge:R:1
Fe 0.1207 1.3195 -0.9835 -0.13 0.12 -0.56 0.888
S -1.7543 1.7252 0.3249 0.01 -0.06 -0.08 -0.506
C -1.2031 2.9661 1.4127 -0.07 0.00 0.05 0.927
C -2.0973 3.5354 2.3343 0.02 0.02 0.01 -0.694
C -1.6908 4.5005 3.2349 0.00 -0.02 -0.01 -0.542
C -0.3679 4.9350 3.2598 0.01 0.00 0.00 -0.796
C 0.5298 4.3820 2.3640 -0.01 0.00 -0.01 -0.345
C 0.1144 3.4252 1.4446 0.07 0.07 0.02 -0.114
S 1.3257 2.7498 0.3318 -0.06 -0.20 0.01 -0.277
C 1.4040 4.1075 -0.8807 0.00 0.04 0.01 -1.415
C 0.3441 4.0788 -1.9458 -0.01 0.06 0.03 0.818
C 0.1597 5.1586 -2.8010 -0.03 0.01 0.02 -0.964
C -0.7652 5.0545 -3.8219 0.02 0.03 0.00 -0.470
C -1.4995 3.8868 -3.9532 -0.04 -0.03 0.02 -1.018
C -1.2873 2.8597 -3.0494 0.02 0.04 0.03 0.742
C -2.0951 1.5963 -3.0688 -0.02 -0.01 0.03 -1.259
S -1.1505 0.1585 -2.4869 0.05 0.18 0.01 -0.206
C -0.0532 -0.0839 -3.8681 -0.03 -0.02 -0.02 0.182
C -0.5486 -0.7397 -4.9931 0.00 0.00 0.00 -0.626
C 0.2563 -0.9523 -6.0960 -0.01 -0.01 0.00 -0.680
C 1.5805 -0.5175 -6.0515 0.00 0.01 0.02 -0.494
C 2.0780 0.1130 -4.9300 -0.03 -0.01 -0.03 -0.830
C 1.2760 0.3519 -3.7981 0.04 0.00 -0.03 0.911
S 1.9668 1.1209 -2.3980 -0.02 0.01 0.07 -0.535
N -0.3710 2.9651 -2.0806 0.18 -0.31 0.17 0.937
H -3.1236 3.1898 2.3297 0.00 0.00 0.00 0.445
H -2.4090 4.9115 3.9347 0.00 0.00 0.00 0.355
H -0.0403 5.6762 3.9773 0.00 0.00 0.00 0.378
H 1.5735 4.6758 2.3801 0.00 0.00 0.00 0.469
H 2.3783 4.0139 -1.3667 -0.01 -0.04 0.00 0.494
H 1.3826 5.0598 -0.3497 0.03 0.01 -0.01 0.649
H 0.7531 6.0534 -2.6681 0.00 0.00 0.00 0.504
H -0.9124 5.8736 -4.5144 0.00 0.00 0.00 0.390
H -2.2314 3.7682 -4.7406 0.00 0.00 0.00 0.481
H -2.5249 1.4099 -4.0522 0.02 -0.02 0.00 0.571
H -2.9011 1.6951 -2.3363 -0.01 0.00 -0.01 0.424
H -1.5748 -1.0899 -4.9855 0.00 0.00 -0.01 0.468
H -0.1312 -1.4619 -6.9683 0.00 0.00 0.00 0.366
H 2.2325 -0.6832 -6.9008 0.00 0.00 0.00 0.357
H 3.1105 0.4377 -4.8995 0.00 0.00 0.01 0.445
C -2.4767 -4.1833 3.6142 0.04 0.00 -0.02 -0.981
C -1.8330 -5.5386 3.3685 0.01 0.01 -0.03 -0.658
S -0.9910 -5.7429 1.7932 0.03 -0.02 0.13 1.266
O -0.8656 -7.1697 1.6022 0.01 0.00 0.01 -0.716
O -1.6745 -4.9541 0.7995 -0.05 0.05 -0.04 -0.603
C 0.6633 -5.1264 2.0213 -0.05 -0.03 -0.04 -0.911
C 0.8435 -3.6199 2.1791 0.02 -0.09 -0.18 -0.773
N 0.9594 -2.8928 0.9190 -0.03 0.12 0.05 0.704
C 0.1053 -1.9423 0.4627 0.23 -0.06 0.03 -0.189
N 0.6401 -1.2394 -0.5329 0.14 0.20 0.20 0.362
C 1.8959 -1.7131 -0.7119 -0.16 -0.10 0.00 -0.788
C 2.1169 -2.7338 0.1688 -0.06 0.26 0.05 -0.475
N 3.2833 -3.5135 0.2879 0.00 -0.34 -0.42 1.088
O 4.2209 -3.2427 -0.4471 -0.01 0.10 0.19 -0.702
O 3.2846 -4.4660 1.0663 0.10 0.15 0.12 -0.674
C -1.2536 -1.7085 0.9882 -0.07 0.06 0.02 -0.033
H -3.1357 -4.2515 4.4804 -0.01 0.00 -0.01 0.430
H -3.0668 -3.8788 2.7515 0.00 0.00 -0.01 0.270
H -1.7454 -3.4048 3.8206 0.02 0.02 -0.01 0.213
H -2.5779 -6.3353 3.3233 -0.01 0.01 -0.01 0.458
H -1.1131 -5.8125 4.1414 0.01 -0.01 -0.02 0.364
H 1.2119 -5.5153 1.1628 -0.07 0.02 0.04 0.426
H 1.0424 -5.6478 2.9010 0.02 -0.01 0.00 0.519
H 1.7498 -3.4350 2.7442 0.03 0.03 0.04 0.472
H 0.0559 -3.1491 2.7486 -0.12 0.09 0.03 0.048
H 2.5653 -1.3147 -1.4532 0.03 0.02 0.00 0.655
H -1.2270 -1.6492 2.0731 0.02 0.00 0.13 0.110
H -1.9340 -2.4977 0.6667 0.02 -0.03 0.03 0.291
H -1.5916 -0.7385 0.6293 0.01 -0.13 0.02 -0.500
C 1.4401 1.1601 4.2112 0.13 -0.08 -0.03 -1.080
C 1.1360 0.1584 3.0829 -0.63 0.33 0.37 0.265
O 0.9022 -1.0270 3.4223 0.17 -0.13 -0.12 -0.682
O 1.0359 0.6520 1.9365 0.21 -0.30 -0.21 -0.379
H 1.8093 0.6535 5.1024 0.01 0.01 0.01 0.349
H 0.5138 1.6843 4.4649 0.01 -0.04 -0.05 0.175
H 2.1561 1.9086 3.8713 0.03 0.03 0.01 0.248
```
Positions in Å, forces in eV/Å.

The HOMO-LUMO gap (alpha / beta) is 6.79 / 6.77 eV. For the LUMO energy (alpha / beta), the calculation gives 2.2817 / 2.2821 eV. The charge is -1.

=====

Results for energy relative to the best compared isomer or geometry (same formula, charge and spin): 0.00; 5.83 (in kJ/mol, following the order of the records).
Results for electronic energy: -73661.33082; -137386.99807 (in eV, following the order of the records).